Molecular formula: C27H56ClF3LuN8O7PSi
Method: DFT, ωB97M-V/def2-TZVPD

Structure (XYZ):
```
105
Properties=species:S:1:pos:R:3:forces:R:3
Lu -0.5422 -0.1263 -0.2308 -0.171 0.075 0.744
C -0.8138 -3.7615 -1.3240 -0.448 -0.428 1.151
C -1.0913 -3.8457 0.1667 0.761 0.528 0.082
N -0.5032 -2.6857 0.8809 0.608 0.561 0.248
C -0.8293 -2.7643 2.3140 0.973 0.636 -0.096
C -0.1488 -1.6263 3.1093 -0.326 -0.575 -2.381
N -0.6398 -0.3541 2.5281 1.133 0.362 0.740
C -1.7167 0.0968 3.4108 -1.240 -0.416 -0.034
C -2.6325 1.1755 2.8252 1.266 -0.415 -1.210
C -3.6274 0.7055 1.7618 0.088 -0.926 -0.081
N -3.0122 0.0703 0.5427 -0.415 -0.347 -0.967
C -3.8617 -1.0828 0.0669 0.700 -0.138 -0.072
C -3.5719 -1.4264 -1.4131 0.224 -0.679 0.997
N -2.1401 -1.5712 -1.6303 1.823 0.869 -0.357
C -1.7096 -2.8881 -2.1319 -0.187 0.671 -1.092
H -0.9935 -4.7262 -1.7492 0.027 -0.974 -0.174
H 0.2426 -3.5932 -1.4614 0.301 0.435 -0.116
H -0.5938 -4.7520 0.5207 -0.347 -0.264 0.287
H -2.1660 -3.8698 0.4109 0.329 -0.106 -0.141
H 0.5306 -2.7209 0.8955 -0.669 -0.161 -0.704
H -0.5476 -3.7444 2.6619 0.133 -0.531 0.578
H -1.8755 -2.6715 2.3696 -1.558 0.089 0.391
H 0.9150 -1.6949 2.9034 -0.041 -0.107 0.170
H -0.3347 -1.6826 4.1693 -0.017 -0.170 0.475
H 0.1633 0.2976 2.6338 -0.992 -0.285 -0.275
H -1.3458 0.3937 4.3758 0.587 0.686 0.460
H -2.2497 -0.8113 3.7022 -0.616 -0.044 -0.365
H -1.9077 1.8845 2.3710 -1.014 -0.193 0.255
H -3.1740 1.7034 3.5915 -0.155 0.178 0.421
H -4.2145 1.5245 1.4070 -0.289 0.904 -0.137
H -4.4097 0.0250 2.1828 0.905 0.083 -0.144
H -3.0127 0.7610 -0.2556 -0.547 -0.662 1.405
H -4.9365 -0.8911 0.2136 0.266 0.065 -0.077
H -3.5799 -1.9634 0.6787 -0.243 0.352 -0.137
H -3.9344 -0.6620 -2.0826 -0.474 0.061 -0.041
H -3.9590 -2.4313 -1.6670 -0.751 0.766 0.243
H -1.8658 -0.9160 -2.3700 -0.079 0.088 0.198
H -1.1610 -2.7658 -3.0791 -0.589 0.214 0.063
H -2.6577 -3.3764 -2.3554 0.247 -0.687 -0.142
O -0.9046 3.6496 1.9841 0.932 1.171 -0.288
Cl 0.3589 2.9874 1.8351 -0.912 -1.481 -1.877
O 0.5532 2.1880 3.0058 0.990 -0.061 0.810
O 0.1487 2.0053 0.6811 0.658 1.346 0.926
O 1.5064 3.8268 1.5485 -1.451 -0.707 0.218
C -1.0050 2.2264 -4.6840 -0.984 -0.344 0.009
Si -0.4594 2.3622 -2.8961 -0.998 -0.279 -0.271
C 1.2901 1.8133 -2.9304 -0.112 -0.643 1.087
C -0.3873 4.1640 -2.4787 -1.851 -0.158 0.824
N -1.4148 1.4270 -1.8049 -1.177 0.425 1.709
C -2.7265 2.0796 -1.5931 0.586 -0.785 -1.110
C -3.7206 1.7434 -2.5062 -0.319 -0.565 -1.477
C -5.0043 2.3316 -2.4696 0.474 -0.748 -1.010
C -5.2880 3.2593 -1.4902 -0.325 -0.019 1.055
C -4.3406 3.5754 -0.4995 -0.352 -0.072 -0.413
C -3.1014 2.9742 -0.5670 2.114 0.073 0.021
H -2.0457 2.5808 -4.8315 0.498 -0.131 -0.009
H -0.9199 1.2094 -5.0877 -0.101 0.075 0.263
H -0.3529 2.8334 -5.2852 0.325 0.532 -0.382
H 1.5963 1.1096 -2.1565 -0.072 0.043 -0.062
H 1.9291 2.6513 -2.8774 0.869 1.085 0.141
H 1.4192 1.3649 -3.8736 0.410 -0.746 -1.204
H 0.2433 4.5936 -3.1797 1.295 1.033 -1.600
H 0.1463 4.1999 -1.5560 0.272 0.289 1.059
H -1.3054 4.7880 -2.4224 0.462 -0.607 0.055
H -3.3912 1.0011 -3.3101 -0.793 1.187 1.004
H -5.7498 2.0640 -3.2604 0.677 0.273 0.912
H -6.2936 3.6403 -1.3714 -0.010 0.235 -0.276
H -4.5855 4.2959 0.2962 0.196 -0.446 -0.433
H -2.2549 3.2004 0.0933 -0.668 0.228 0.188
C 3.1149 -2.9950 0.3208 0.212 0.072 -1.064
N 3.4307 -2.0649 1.4247 0.378 -2.353 -0.218
C 4.3882 -2.7069 2.3162 0.747 0.267 -0.111
P 2.9547 -0.5231 1.3439 -1.103 1.307 -0.243
O 1.5081 -0.4436 0.8822 0.958 -0.034 0.496
N 3.8637 0.2168 0.2136 1.404 -0.151 0.685
C 5.3435 0.0152 0.2581 -0.461 -0.607 -0.070
C 3.5736 1.5035 -0.4001 0.386 -0.152 -0.040
N 3.3691 0.1336 2.8414 -0.446 0.053 -0.433
C 3.7139 1.5867 2.8229 -0.240 0.352 -0.212
C 2.6759 -0.3137 4.0733 2.153 -0.465 -0.110
H 3.0506 -4.0371 0.7007 -0.357 0.697 -0.038
H 3.9324 -3.0345 -0.4442 -0.441 0.245 0.580
H 2.2082 -2.6945 -0.2426 0.485 -0.121 0.458
H 4.0909 -3.7532 2.3765 -0.032 0.055 0.532
H 4.3985 -2.2063 3.2691 -0.069 -0.078 0.448
H 5.4596 -2.7373 1.9879 -0.784 0.288 -0.268
H 5.6856 0.2749 -0.7615 0.134 -0.705 0.418
H 5.6164 -1.0404 0.6067 -0.355 1.566 -0.821
H 5.8289 0.7542 0.9133 -0.159 -0.220 0.126
H 4.3403 2.2042 -0.0374 -0.141 0.082 -0.631
H 2.6254 1.9504 -0.1760 -0.707 -0.187 0.483
H 3.5567 1.3065 -1.4637 0.520 0.571 -0.375
H 3.1886 2.1284 1.9863 0.996 -0.549 0.758
H 4.8167 1.8251 2.9077 -1.126 -0.555 -0.472
H 3.2528 2.0167 3.7012 -0.073 0.158 0.298
H 2.4895 -1.3737 4.0187 -0.524 -0.258 -0.272
H 1.8182 0.2660 4.3151 -0.906 0.416 0.050
H 3.3762 -0.2882 4.9233 -0.042 0.514 -0.204
F 2.2946 -3.1831 -2.9830 0.087 -0.581 -0.487
C 2.2841 -1.8958 -3.3184 0.301 1.814 0.914
F 2.6827 -1.6966 -4.5732 -0.087 -0.559 0.406
F 3.2000 -1.2881 -2.4820 -0.051 -0.440 -0.869
C 0.9162 -1.2434 -2.9810 -1.375 0.619 -1.186
O 0.1430 -0.8713 -3.8832 1.386 -0.935 1.563
O 0.7761 -1.1701 -1.7136 -0.500 0.158 -0.129
```
Forces are in eV/Å.

HOMO = -7.63 eV
Orbital gap = 7.92 eV
Multiplicity = 1
Net charge = 0
Energy relative to the best compared isomer or geometry (same formula, charge and spin) = 0.766 eV
E_LUMO = 0.291 eV